{"formula": "CH9N3O2", "method": "wB97M-V/def2-TZVPD", "elements": ["N", "C", "N", "N", "H", "H", "H", "H", "H", "H", "H", "O", "H", "H", "O"], "coordinates": [[-0.5586, 0.2328, -0.0274], [0.3303, 0.4798, -0.9551], [0.2615, 1.6458, -1.7245], [1.1856, -0.5406, -1.2825], [-0.8494, -0.7556, 0.0372], [-1.1789, 0.9959, 0.2269], [-0.1881, 1.5326, -2.6139], [1.1247, 2.1718, -1.7181], [1.4827, -0.3446, -2.2383], [-0.5222, 0.2313, 3.9129], [-0.4721, 1.6349, 4.0978], [-0.2182, 0.9978, 3.4382], [0.4840, -2.2223, -0.2804], [-0.5212, -3.4179, -0.7203], [-0.3602, -2.6416, -0.1525]], "lumo_ev": [-4.41, -8.31], "homo_lumo_gap_ev": [10.30, 6.39], "multiplicity": 2, "e_tot_ha": -357.9173, "total_charge": 1, "homo_energy_ev": [-14.71, -14.71]}



{"formula": "C17H15BaCl2N3O6S2", "method": "wB97M-V/def2-TZVPD", "elements": ["Ba", "O", "C", "O", "C", "C", "C", "N", "C", "C", "C", "O", "O", "H", "H", "H", "Cl", "C", "C", "C", "C", "C", "Cl", "C", "S", "H", "H", "H", "C", "N", "C", "C", "C", "O", "H", "H", "H", "H", "H", "H", "H", "H", "H", "O", "S", "N"], "coordinates": [[-0.2980, 0.6252, -0.5277], [3.1775, 0.1404, 6.1726], [1.9376, 0.2310, 6.0917], [1.0750, 0.2353, 6.9957], [1.3789, 0.5058, 4.6622], [0.0421, 0.8449, 4.4710], [-0.4326, 1.0338, 3.1875], [0.3194, 0.8696, 2.0966], [1.6113, 0.5604, 2.2723], [2.1778, 0.3989, 3.5295], [2.4275, 0.3278, 0.9986], [3.6167, 0.6301, 0.9859], [1.7377, -0.1763, 0.0479], [-0.6009, 0.9337, 5.3366], [-1.4702, 1.3033, 3.0084], [3.2293, 0.1698, 3.6327], [-0.3306, 1.1693, -3.7330], [-0.2999, 2.8368, -4.2551], [-0.2473, 3.0331, -5.6209], [-0.2224, 4.3220, -6.1343], [-0.2512, 5.3894, -5.2507], [-0.3029, 5.1614, -3.8897], [-0.3355, 6.5658, -2.8650], [-0.3301, 3.8747, -3.2970], [-0.4001, 3.6503, -1.6009], [-0.2276, 2.1703, -6.2731], [-0.1823, 4.4905, -7.2024], [-0.2341, 6.4104, -5.6082], [-0.2117, -5.1915, 1.1687], [-0.3472, -4.3411, 0.0000], [-0.2470, -4.9116, -1.3326], [-0.4719, -2.9857, 0.0727], [-0.5371, -2.3304, 1.4189], [-0.5081, -2.3207, -0.9587], [-0.0839, -6.2203, 0.8415], [-1.0994, -5.1520, 1.8040], [0.6587, -4.9226, 1.7717], [-0.2491, -5.9967, -1.2621], [0.6675, -4.5841, -1.8332], [-1.0891, -4.5882, -1.9452], [-0.6778, -3.0025, 2.2597], [-1.3516, -1.6039, 1.3996], [0.3986, -1.7849, 1.5602], [-5.0759, 0.9485, -0.9561], [-3.6046, 1.0546, -1.0428], [-2.7355, 0.2256, -0.1977]], "lumo_ev": 3.76, "homo_lumo_gap_ev": 6.50, "multiplicity": 1, "e_tot_ha": -3015.0068, "total_charge": -2, "homo_energy_ev": -2.74}



{"formula": "C18H18N4O4PdS", "method": "wB97M-V/def2-TZVPD", "elements": ["Pd", "C", "C", "N", "C", "S", "N", "N", "C", "C", "C", "C", "C", "C", "C", "N", "H", "H", "H", "H", "H", "H", "H", "H", "H", "H", "H", "H", "H", "O", "C", "O", "C", "C", "C", "C", "O", "C", "O", "C", "C", "H", "H", "H", "H", "H"], "coordinates": [[0.3961, -0.0534, -0.1569], [4.4335, -0.6337, 4.4494], [3.7802, -1.8355, 3.7740], [3.5803, -1.6246, 2.3571], [2.6466, -0.8462, 1.7926], [2.5698, -1.0166, 0.0425], [1.9412, 0.0033, 2.4905], [0.9359, 0.5964, 1.8594], [0.3367, 1.6672, 2.2756], [0.7296, 2.3726, 3.5396], [-0.7605, 2.1570, 1.4427], [-1.7974, 2.9366, 1.9593], [-2.8236, 3.3375, 1.1261], [-2.7704, 3.0025, -0.2200], [-1.6999, 2.2494, -0.6688], [-0.7268, 1.8295, 0.1311], [4.6376, -0.8503, 5.4945], [3.7670, 0.2206, 4.3847], [5.3746, -0.3877, 3.9646], [2.8113, -2.0368, 4.2415], [4.4136, -2.7186, 3.8851], [4.1403, -2.1540, 1.7077], [1.7861, 2.1925, 3.7271], [0.1682, 1.9731, 4.3846], [0.5457, 3.4420, 3.4674], [-1.8073, 3.1942, 3.0064], [-3.6715, 3.8726, 1.5251], [-3.5444, 3.3059, -0.9051], [-1.6308, 1.9522, -1.7099], [-3.5059, -0.2116, -0.7599], [-2.3666, -0.6442, -0.8608], [-1.5857, -0.8935, 0.1117], [-1.8255, -0.9778, -2.2616], [-0.4674, -0.9624, -2.5488], [0.0366, -1.3811, -3.7808], [-0.8859, -1.8057, -4.7077], [-0.6721, -2.2954, -5.9690], [-1.9510, -2.5955, -6.4859], [-2.9371, -2.2030, -5.5567], [-2.2613, -1.7675, -4.4483], [-2.7550, -1.3630, -3.2334], [0.2705, -0.5935, -1.7714], [1.0949, -1.3831, -3.9917], [-2.0387, -3.6805, -6.6653], [-2.1011, -2.0548, -7.4320], [-3.8082, -1.3340, -3.0055]], "lumo_ev": [-0.37, -1.48], "homo_lumo_gap_ev": [7.76, 6.61], "multiplicity": 3, "e_tot_ha": -1742.7152, "homo_energy_ev": [-8.12, -8.09]}



{"formula": "C35H68Br3Cl8O7P", "method": "wB97M-V/def2-TZVPD", "elements": ["C", "C", "C", "C", "P", "C", "C", "C", "C", "C", "C", "C", "C", "C", "C", "C", "C", "H", "H", "H", "H", "H", "H", "H", "H", "H", "H", "H", "H", "H", "H", "H", "H", "H", "H", "H", "H", "H", "H", "H", "H", "H", "H", "H", "H", "H", "H", "H", "H", "H", "H", "H", "H", "C", "C", "O", "H", "H", "H", "H", "H", "O", "C", "O", "C", "C", "C", "H", "H", "H", "H", "H", "H", "O", "C", "O", "C", "C", "C", "H", "H", "H", "H", "H", "H", "O", "C", "O", "C", "C", "C", "H", "H", "H", "H", "H", "H", "C", "Cl", "Cl", "H", "H", "C", "Cl", "Cl", "H", "H", "C", "Cl", "Cl", "H", "H", "C", "Cl", "Cl", "H", "H", "C", "Br", "Br", "Br", "H"], "coordinates": [[-3.8999, 0.3825, 6.1692], [-3.9082, 0.4924, 4.6485], [-3.0057, -0.4565, 3.8446], [-3.2613, -0.2570, 2.3626], [-2.6070, -1.4723, 1.1709], [-0.8802, -1.8520, 1.5536], [-0.4703, -2.5479, 2.8503], [1.0265, -2.7574, 3.0129], [1.6235, -3.8453, 2.0866], [-3.5759, -2.9983, 1.4698], [-3.0671, -4.2704, 0.7490], [-3.3369, -4.3167, -0.7344], [-2.6357, -5.5129, -1.3560], [-2.7534, -0.8291, -0.5185], [-4.1152, -0.8529, -1.2417], [-3.9935, -1.0273, -2.7688], [-5.3502, -0.7096, -3.4112], [-4.6345, 1.0797, 6.5764], [-2.9721, 0.6467, 6.6785], [-4.1753, -0.6183, 6.5063], [-3.6674, 1.5062, 4.3226], [-4.8964, 0.2093, 4.2768], [-3.3306, -1.4937, 3.9973], [-1.9609, -0.4253, 4.1482], [-2.9592, 0.7322, 1.9946], [-4.3192, -0.2512, 2.0660], [-0.4558, -0.8377, 1.5076], [-0.5263, -2.4231, 0.6903], [-1.0159, -3.4988, 2.8971], [-0.8012, -2.0907, 3.7848], [1.2948, -3.0292, 4.0348], [1.5357, -1.7999, 2.8827], [1.1461, -4.8160, 2.2428], [2.6787, -3.9245, 2.3462], [1.5187, -3.6946, 1.0107], [-4.6424, -2.8422, 1.2949], [-3.4943, -3.1944, 2.5423], [-3.5918, -5.1010, 1.2266], [-1.9984, -4.3647, 0.9538], [-2.9104, -3.4597, -1.2674], [-4.4039, -4.2765, -0.9690], [-2.9988, -6.4369, -0.9002], [-1.5719, -5.3825, -1.1563], [-2.8402, -5.5741, -2.4241], [-2.0769, -1.5147, -1.0432], [-2.2052, 0.1162, -0.5632], [-4.5586, 0.1105, -0.9923], [-4.8338, -1.5509, -0.8042], [-3.6385, -2.0358, -2.9913], [-3.1855, -0.3799, -3.1165], [-5.2298, -0.5357, -4.4834], [-5.7639, 0.2107, -3.0025], [-6.0402, -1.5516, -3.3610], [0.9368, 0.8353, -0.2162], [0.3672, 2.0269, 0.4798], [-0.7326, 1.6597, 1.2444], [1.2960, 0.0996, 0.5132], [1.8369, 1.0772, -0.7947], [0.2981, 0.2745, -0.9044], [0.1345, 2.7860, -0.3001], [1.1720, 2.5701, 1.0149], [5.4468, -0.1510, -0.5604], [4.9602, 0.5238, 0.3052], [5.1466, 1.8543, 0.3632], [4.5017, 2.4564, 1.4978], [4.2299, 1.2589, 2.3763], [4.0973, 0.0669, 1.4613], [3.5362, 2.8674, 1.2006], [5.1473, 3.1911, 1.9698], [3.2389, 1.4058, 2.8273], [4.7699, 1.1843, 3.3217], [3.0455, -0.0928, 1.2445], [4.5596, -0.7795, 1.9658], [2.9371, -0.7554, -2.5473], [3.9115, -1.1840, -3.0964], [3.8824, -2.3827, -3.7372], [4.9800, -2.5232, -4.6304], [5.8133, -1.2336, -4.5238], [5.2903, -0.5516, -3.2325], [4.5461, -2.5692, -5.6289], [5.6028, -3.4015, -4.4621], [5.4278, -0.6260, -5.3414], [6.8886, -1.3570, -4.4568], [5.2792, 0.5324, -3.2579], [5.7573, -0.8950, -2.3051], [3.7820, 2.9919, -5.9487], [3.4655, 2.9496, -4.7893], [4.2202, 2.2853, -3.8981], [3.6831, 2.4509, -2.5575], [2.7157, 3.5836, -2.6510], [2.2798, 3.6096, -4.1390], [4.4953, 2.6244, -1.8571], [3.1818, 1.5110, -2.3264], [3.1319, 4.5812, -2.5068], [1.8740, 3.4415, -1.9733], [2.0167, 4.5845, -4.5339], [1.4356, 2.9328, -4.2760], [-2.7722, 3.7318, 2.3262], [-2.2426, 4.9687, 3.4406], [-3.7993, 4.3768, 1.0375], [-1.8737, 3.3443, 1.8507], [-3.4401, 3.0615, 2.8542], [0.1354, -1.5860, -3.8160], [-0.9862, -1.7777, -5.1770], [-0.2485, -2.6638, -2.4317], [1.1538, -1.7876, -4.1216], [-0.0285, -0.5970, -3.4032], [1.0739, 5.5512, 1.2815], [2.4381, 5.6986, 0.1509], [1.6840, 5.4456, 2.9466], [0.5192, 6.4797, 1.1869], [0.4289, 4.7177, 1.0182], [0.3558, 1.0119, 4.0662], [-0.3170, 1.7346, 5.5405], [1.5312, -0.2478, 4.5673], [-0.3930, 0.5960, 3.3990], [0.8898, 1.7933, 3.5355], [-2.1499, 3.0725, -2.1809], [-4.0654, 2.9079, -1.9483], [-1.5936, 4.9106, -2.0037], [-1.5076, 2.3015, -3.8816], [-1.6436, 2.5640, -1.3649]], "lumo_ev": -0.16, "homo_lumo_gap_ev": 7.39, "multiplicity": 1, "e_tot_ha": -13645.9571, "homo_energy_ev": -7.55}